# C26H26N8O4RuS

A structure of composition C26H26N8O4RuS (ωB97M-V/def2-TZVPD, OMol25).

ΔE to the lowest compared entry with this formula, charge and spin, kcal/mol: 4.4
Maximum force, eV/Å: 0.748
Spin multiplicity: 5
Total charge: +2

Last column: Löwdin spin population.
Cartesian coordinates (Å):
Ru: -0.276 0.354 0.674  2.455
C: -4.240 1.374 -1.054  0.023
C: -3.162 0.828 -0.208  0.190
N: -1.961 1.388 -0.094  0.071
N: -1.812 2.634 -0.481  0.379
C: -0.554 3.089 -0.069  0.041
O: 0.229 2.313 0.561  0.096
C: -0.215 4.447 -0.349  0.037
C: -1.118 5.287 -1.032  0.041
C: -0.765 6.594 -1.291  -0.001
C: 0.474 7.068 -0.873  0.060
C: 1.377 6.244 -0.195  0.008
C: 1.040 4.939 0.069  0.026
C: -3.334 -0.351 0.642  0.008
C: -4.481 -1.126 0.602  0.053
C: -4.611 -2.171 1.512  -0.003
C: -3.602 -2.384 2.430  0.053
C: -2.472 -1.566 2.398  0.016
N: -2.334 -0.581 1.527  0.130
H: -4.009 2.373 -1.407  0.001
H: -5.192 1.373 -0.524  0.006
H: -4.340 0.713 -1.923  0.010
H: -2.077 4.905 -1.349  0.000
H: -1.447 7.248 -1.814  -0.001
H: 0.747 8.095 -1.078  0.003
H: 2.334 6.636 0.119  0.000
H: 1.722 4.282 0.590  0.001
H: -5.259 -0.923 -0.119  0.003
H: -5.494 -2.795 1.505  -0.001
H: -3.672 -3.167 3.172  0.003
H: -1.661 -1.711 3.102  0.001
O: 1.321 1.022 3.095  0.028
C: 2.028 0.717 2.171  0.009
N: 1.564 -0.230 1.198  0.098
S: 2.512 -0.165 -0.188  0.014
O: 1.636 0.476 -1.156  0.062
O: 3.079 -1.428 -0.538  0.007
C: 3.710 0.909 0.494  0.004
C: 4.889 1.322 -0.095  0.000
C: 5.700 2.162 0.658  0.001
C: 5.336 2.556 1.945  0.000
C: 4.148 2.125 2.520  0.000
C: 3.336 1.288 1.775  0.002
H: 5.175 1.006 -1.089  0.000
H: 6.636 2.509 0.241  0.000
H: 5.998 3.202 2.506  0.000
H: 3.865 2.414 3.524  0.000
C: -1.285 -5.875 -1.343  0.000
C: 0.213 -5.630 -1.477  0.000
C: 0.913 -5.669 -0.122  0.000
C: 0.499 -4.356 -2.264  0.001
N: -0.057 -3.145 -1.617  0.006
C: 0.295 -2.527 -0.504  0.014
N: -0.493 -1.473 -0.374  0.031
N: -1.323 -1.465 -1.448  0.008
N: -1.082 -2.474 -2.177  0.004
H: -1.476 -6.815 -0.828  0.000
H: -1.781 -5.917 -2.314  0.000
H: -1.762 -5.083 -0.756  0.000
H: 0.641 -6.420 -2.101  0.000
H: 0.415 -5.021 0.606  0.000
H: 1.964 -5.381 -0.187  0.000
H: 0.875 -6.676 0.291  0.000
H: 0.016 -4.380 -3.239  0.000
H: 1.563 -4.171 -2.404  0.000
H: 1.095 -2.820 0.153  0.000

=====

# C26H27AuBF4N4O4S3

A structure of composition C26H27AuBF4N4O4S3 in a non-equilibrium geometry (ωB97M-V/def2-TZVPD, OMol25).

Total energy, hartree: -3281.40107
Maximum force, eV/Å: 4.206
Spin multiplicity: 1
Total charge: +1

Last column: natural (NBO) charge in e.
Cartesian coordinates (Å):
Au: -0.326 1.495 -0.445  1.434
N: 1.151 2.016 5.719  -0.738
C: 0.082 1.625 5.049  0.247
C: 0.114 0.377 4.352  -0.210
C: -0.871 0.094 3.458  -0.177
C: -1.900 1.022 3.254  -0.419
C: -2.053 2.160 4.075  -0.159
C: -1.079 2.459 4.977  -0.280
S: -2.898 0.868 1.792  2.348
O: -2.732 -0.471 1.310  -0.950
O: -4.186 1.404 2.081  -0.865
N: -2.057 1.808 0.781  -0.846
C: -1.934 3.173 0.843  0.572
N: -0.952 3.550 -0.007  -0.487
C: -0.627 4.830 -0.097  0.126
C: -1.318 5.768 0.648  -0.313
C: -2.309 5.289 1.491  0.148
N: -2.622 3.998 1.611  -0.430
H: 2.033 1.546 5.550  0.423
H: 1.178 2.915 6.176  0.396
H: 0.968 -0.273 4.476  0.225
H: -0.834 -0.797 2.849  0.228
H: -2.914 2.797 3.933  0.246
H: -1.132 3.350 5.589  0.218
H: 0.182 5.086 -0.769  0.240
H: -1.088 6.820 0.584  0.256
H: -2.881 5.970 2.111  0.224
O: 1.281 1.890 -1.834  -0.960
S: 2.342 1.022 -2.510  1.293
C: 2.961 -0.090 -1.208  -0.596
C: 3.246 -1.551 -1.543  -0.417
C: 2.046 -2.491 -1.406  -0.420
C: 1.516 -2.534 0.033  -0.601
S: -0.100 -1.747 0.239  1.310
O: -0.075 -0.619 -0.800  -0.983
C: -1.131 -2.986 -0.516  -0.183
C: -1.611 -2.804 -1.800  -0.238
C: -2.425 -3.783 -2.353  -0.183
C: -2.750 -4.916 -1.623  -0.181
C: -2.270 -5.077 -0.328  -0.191
C: -1.462 -4.105 0.236  -0.222
C: 1.508 -0.029 -3.681  -0.196
C: 2.304 -0.751 -4.563  -0.237
C: 1.701 -1.544 -5.527  -0.192
C: 0.317 -1.573 -5.633  -0.181
C: -0.464 -0.800 -4.786  -0.195
C: 0.128 -0.023 -3.802  -0.225
H: 2.232 0.013 -0.407  0.273
H: 3.861 0.424 -0.872  0.272
H: 4.023 -1.877 -0.847  0.237
H: 3.684 -1.655 -2.536  0.227
H: 2.355 -3.495 -1.697  0.238
H: 1.253 -2.200 -2.098  0.225
H: 2.161 -2.002 0.733  0.271
H: 1.377 -3.550 0.405  0.257
H: -1.353 -1.909 -2.348  0.234
H: -2.809 -3.657 -3.356  0.225
H: -3.388 -5.674 -2.057  0.231
H: -2.536 -5.954 0.246  0.234
H: -1.104 -4.218 1.254  0.229
H: 3.384 -0.683 -4.514  0.229
H: 2.312 -2.117 -6.210  0.236
H: -0.152 -2.178 -6.398  0.233
H: -1.541 -0.794 -4.897  0.230
H: -0.474 0.594 -3.150  0.223
F: 3.114 1.752 1.251  -0.560
B: 2.152 1.330 2.148  1.350
F: 2.656 1.293 3.466  -0.571
F: 1.712 0.014 1.798  -0.599
F: 1.021 2.178 2.101  -0.586

=====

# C26H27Cl2N7O2Yb

A structure of composition C26H27Cl2N7O2Yb (ωB97M-V/def2-TZVPD, OMol25).

Total energy, hartree: -3619.82111
Maximum force, eV/Å: 0.780
Spin multiplicity: 2
Total charge: +1

Last column: Löwdin spin population.
Cartesian coordinates (Å):
Yb: 0.321 0.355 -0.109  1.000
C: 1.817 1.832 -3.728  0.000
C: 2.647 2.255 -2.544  0.001
C: 3.265 3.507 -2.570  0.000
C: 4.111 3.903 -1.551  0.001
C: 4.365 3.035 -0.496  0.000
C: 3.757 1.790 -0.430  0.001
C: 4.063 0.875 0.721  0.000
C: 2.869 1.419 -1.448  0.000
N: 2.121 0.200 -1.332  0.001
C: 2.822 -0.977 -1.425  0.000
O: 3.972 -1.148 -1.768  0.000
C: 1.962 -2.153 -0.995  0.000
C: 2.209 -3.485 -1.277  0.000
C: 1.273 -4.420 -0.851  0.000
C: 0.115 -4.022 -0.181  0.000
C: -0.048 -2.675 0.057  0.000
N: 0.872 -1.794 -0.329  0.000
C: -1.341 -2.018 0.523  0.000
O: -2.052 -2.560 1.373  0.000
N: -1.560 -0.871 -0.157  -0.001
C: -2.905 -0.373 -0.270  0.000
C: -3.469 0.483 0.674  0.000
C: -2.724 0.863 1.922  0.000
C: -4.750 0.977 0.449  0.000
C: -5.458 0.623 -0.687  0.000
C: -4.889 -0.240 -1.608  0.000
C: -3.609 -0.749 -1.415  0.000
C: -3.012 -1.700 -2.414  0.000
H: 1.070 2.588 -3.984  0.000
H: 1.310 0.883 -3.560  0.000
H: 2.450 1.712 -4.607  0.000
H: 3.098 4.160 -3.418  0.000
H: 4.590 4.872 -1.585  0.000
H: 5.045 3.330 0.292  0.000
H: 4.602 1.411 1.500  0.000
H: 4.680 0.038 0.391  0.000
H: 3.162 0.447 1.188  0.000
H: 3.099 -3.759 -1.824  0.000
H: 1.428 -5.468 -1.070  0.000
H: -0.644 -4.728 0.124  0.000
H: -2.408 -0.023 2.475  0.000
H: -3.347 1.471 2.576  0.000
H: -1.824 1.456 1.716  0.000
H: -5.194 1.639 1.181  0.000
H: -6.454 1.011 -0.847  0.000
H: -5.443 -0.529 -2.491  0.000
H: -3.643 -1.778 -3.296  0.000
H: -2.904 -2.703 -1.992  0.000
H: -2.013 -1.386 -2.731  0.000
Cl: 0.688 3.011 0.605  -0.001
C: -0.070 3.542 -0.916  0.000
Cl: -0.991 2.172 -1.626  -0.001
H: 0.716 3.824 -1.611  0.000
H: -0.778 4.335 -0.696  0.000
N: -0.628 -1.676 6.195  0.000
C: -0.688 -1.507 4.871  0.000
N: -1.571 -2.204 4.164  0.000
N: 0.183 -0.630 4.376  0.000
C: 0.323 -0.276 3.170  0.000
N: 0.528 0.177 2.114  -0.001
H: -1.257 -2.285 6.684  0.000
H: 0.046 -1.141 6.713  0.000
H: -2.198 -2.837 4.627  0.000
H: -1.707 -2.082 3.157  0.000

=====

> spin multiplicity of number 1 (C26H26N8O4RuS)?

5

=====

> What is the formula in the first record?

C26H26N8O4RuS